# 1
The following is a quantum chemistry calculation of the ion CH7INP2 with charge +1, from OMol25.

Each line ends with the Mulliken charge.
Positions of all 12 atoms, in Å:
N (-0.20522, -0.32410, 1.11545)  -0.474
C (0.58154, 0.17059, -0.31491)  -0.407
P (0.24968, 1.95322, -0.74358)  0.086
P (-0.08722, -1.07571, -1.68399)  0.041
I (2.76699, -0.10351, 0.00627)  0.251
H (0.21224, -1.36044, 1.23729)  0.427
H (0.22593, 0.11302, 1.92233)  0.379
H (-1.21345, -0.10372, 1.18598)  0.368
H (0.29947, 2.51920, 0.44655)  0.070
H (-1.06357, 1.85170, -0.49622)  0.061
H (0.75861, -0.64648, -2.63769)  0.094
H (0.72416, -2.22732, -1.69812)  0.104

## Properties
- relative energy (zero: lowest compared OMol25 entry of this formula, charge and spin) (kJ/mol) = 49.1
- structure (SMILES) = [NH3+]C(P)(P)I
- LUMO energy (eV) = -4.489
- E_HOMO (eV) = -13.5
- orbital gap (eV) = 9.02
- net charge = +1

---

# 2
The following is a quantum chemistry calculation of a cluster of 2 separate species, CH7N2 in total, from OMol25.

Each line ends with the Mulliken charge.
Positions of all 10 atoms, in Å:
N (-1.26686, 1.15059, -0.14875)  -0.504
H (-0.98723, 2.00487, 0.33328)  0.385
H (-1.82323, 1.28390, -0.98742)  0.376
H (-0.32699, 0.71218, -0.41865)  0.373
H (-1.77805, 0.52908, 0.47779)  0.362
C (1.39597, -1.03251, 0.51103)  -0.180
N (0.63047, -0.84498, -0.47980)  -0.514
H (1.78701, -2.01044, 0.77120)  0.265
H (1.74174, -0.18160, 1.09464)  0.219
H (0.62716, -1.61110, -1.15334)  0.218

## Properties
- relative energy (zero: lowest compared OMol25 entry of this formula, charge and spin) (kJ/mol) = 41.7
- LUMO energy (eV) = -3.796
- E_HOMO (eV) = -15.0
- orbital gap (eV) = 11.25
- net charge = +1